{
  "formula": "C30H74AgO16S12Tl",
  "method": "the ωB97M-V functional and the def2-TZVPD basis",
  "total_charge": 2,
  "symbols": ["Ag", "Tl", "C", "C", "C", "O", "C", "C", "C", "O", "O", "O", "H", "H", "C", "S", "O", "C", "H", "H", "H", "H", "H", "H", "C", "S", "O", "C", "H", "H", "H", "H", "H", "H", "C", "S", "O", "C", "H", "H", "H", "H", "H", "H", "C", "S", "O", "C", "H", "H", "H", "H", "H", "H", "C", "S", "O", "C", "H", "H", "H", "H", "H", "H", "C", "S", "O", "C", "H", "H", "H", "H", "H", "H", "C", "S", "O", "C", "H", "H", "H", "H", "H", "H", "C", "S", "O", "C", "H", "H", "H", "H", "H", "H", "C", "S", "O", "C", "H", "H", "H", "H", "H", "H", "C", "S", "O", "C", "H", "H", "H", "H", "H", "H", "C", "S", "O", "C", "H", "H", "H", "H", "H", "H", "C", "S", "O", "C", "H", "H", "H", "H", "H", "H"],
  "positions_angstrom": [[-7.02, -31.15, -23.44], [-12.64, -29.12, -30.59], [-10.03, -28.97, -26.09], [-8.94, -29.70, -25.54], [-8.36, -30.83, -26.34], [-7.43, -31.47, -25.88], [-8.81, -31.00, -27.68], [-9.93, -30.28, -28.27], [-10.57, -29.19, -27.43], [-11.45, -28.52, -27.91], [-10.42, -30.61, -29.33], [-8.43, -29.36, -24.48], [-10.45, -28.10, -25.60], [-8.31, -31.73, -28.32], [-13.61, -32.43, -26.23], [-13.62, -32.52, -28.03], [-13.44, -31.13, -28.52], [-12.04, -33.36, -28.16], [-12.88, -31.68, -25.93], [-13.35, -33.40, -25.83], [-14.61, -32.18, -25.88], [-11.86, -33.59, -29.21], [-12.09, -34.32, -27.64], [-11.27, -32.76, -27.68], [-12.28, -25.87, -21.60], [-12.83, -27.55, -21.92], [-13.95, -27.40, -22.90], [-11.43, -27.97, -22.98], [-12.28, -25.25, -22.49], [-11.31, -25.90, -21.11], [-12.99, -25.45, -20.88], [-11.21, -27.07, -23.57], [-11.66, -28.78, -23.67], [-10.54, -28.28, -22.42], [-8.58, -25.99, -25.24], [-7.38, -25.16, -24.19], [-6.37, -24.59, -25.07], [-8.44, -23.84, -23.63], [-9.48, -26.25, -24.69], [-8.11, -26.80, -25.78], [-8.90, -25.24, -25.98], [-8.73, -23.25, -24.50], [-7.90, -23.21, -22.92], [-9.36, -24.25, -23.22], [-4.91, -28.79, -24.71], [-4.09, -29.42, -23.27], [-4.94, -30.56, -22.76], [-2.63, -30.10, -24.02], [-5.83, -28.33, -24.35], [-5.18, -29.61, -25.37], [-4.31, -28.07, -25.25], [-2.03, -29.29, -24.43], [-2.93, -30.76, -24.83], [-2.09, -30.65, -23.26], [-1.90, -32.79, -27.83], [-3.61, -33.20, -28.18], [-3.59, -34.69, -28.34], [-4.29, -32.95, -26.53], [-1.59, -33.53, -27.09], [-1.80, -31.76, -27.50], [-1.32, -32.92, -28.74], [-4.93, -32.07, -26.49], [-3.52, -32.77, -25.77], [-4.80, -33.86, -26.24], [-7.83, -25.27, -30.88], [-7.19, -26.21, -29.50], [-7.13, -25.37, -28.30], [-8.65, -27.22, -29.22], [-8.85, -24.92, -30.70], [-7.82, -25.93, -31.75], [-7.12, -24.48, -31.14], [-9.54, -26.60, -29.07], [-8.42, -27.77, -28.31], [-8.89, -27.91, -30.03], [-8.52, -34.61, -25.86], [-8.61, -36.31, -25.30], [-8.77, -37.18, -26.49], [-6.88, -36.47, -24.83], [-8.59, -33.85, -25.08], [-9.32, -34.42, -26.57], [-7.58, -34.37, -26.38], [-6.75, -36.07, -23.82], [-6.23, -35.92, -25.50], [-6.62, -37.52, -24.82], [-5.56, -29.73, -28.93], [-4.11, -28.77, -28.44], [-3.30, -29.71, -27.62], [-3.31, -28.78, -30.06], [-6.21, -29.13, -29.55], [-6.03, -29.99, -27.98], [-5.25, -30.67, -29.40], [-2.28, -28.48, -29.87], [-3.67, -28.02, -30.75], [-3.43, -29.79, -30.44], [-10.08, -31.82, -34.29], [-9.48, -31.15, -32.74], [-10.50, -30.16, -32.27], [-9.74, -32.66, -31.80], [-10.10, -31.04, -35.04], [-11.06, -32.26, -34.08], [-9.50, -32.68, -34.62], [-9.31, -33.49, -32.35], [-10.80, -32.82, -31.59], [-9.27, -32.52, -30.83], [-9.17, -35.87, -29.45], [-7.44, -35.94, -29.99], [-7.49, -35.65, -31.44], [-6.92, -34.35, -29.30], [-9.71, -36.35, -30.27], [-9.49, -34.85, -29.24], [-9.26, -36.43, -28.52], [-7.32, -33.60, -29.98], [-5.85, -34.30, -29.14], [-7.39, -34.16, -28.32], [-11.95, -25.36, -27.37], [-12.49, -24.76, -25.77], [-11.31, -24.09, -25.17], [-13.53, -23.43, -26.39], [-11.07, -25.99, -27.22], [-11.74, -24.53, -28.04], [-12.71, -25.99, -27.83], [-14.40, -23.34, -25.74], [-13.93, -23.67, -27.38], [-12.94, -22.52, -26.35], [-14.31, -28.15, -26.14], [-15.12, -27.69, -27.67], [-14.49, -28.40, -28.82], [-16.61, -28.59, -27.33], [-14.96, -27.80, -25.33], [-13.36, -27.63, -26.03], [-14.16, -29.22, -26.01], [-17.21, -28.61, -28.24], [-17.18, -28.19, -26.50], [-16.39, -29.62, -27.04]]
}

{
  "formula": "C4H8NO3",
  "method": "the ωB97M-V functional and the def2-TZVPD basis",
  "total_charge": -1,
  "e_above_lowest_kj_mol": 217.7,
  "symbols": ["C", "C", "O", "N", "H", "H", "H", "H", "H", "C", "C", "O", "O", "H", "H", "H"],
  "positions_angstrom": [[-1.94, 0.82, -0.64], [-0.95, 0.97, -1.80], [-1.39, 1.42, -2.90], [0.36, 0.72, -1.57], [1.09, 0.95, -2.21], [0.61, 0.38, -0.52], [-1.69, 1.13, 0.31], [-2.66, -0.06, -0.60], [-2.56, 1.67, -0.61], [0.74, -0.71, 1.75], [1.97, -1.73, 1.21], [2.08, -2.79, 1.80], [2.58, -1.27, 0.29], [0.87, -0.54, 2.78], [-0.10, -1.20, 1.32], [1.01, 0.24, 1.38]]
}

no.,Kohn-Sham gap (eV),LUMO energy (Ha),M (g mol⁻¹)
1,2.024,-0.380,1387.96
2,7.537,0.129,118.11